[1]
The following is a quantum chemistry calculation of C15H26GdN16O2S as an isolated structure at a distorted geometry, from the OMol25 dataset.

Last column: Löwdin spin population.
Positions of all 61 atoms, in Å:
Gd -0.11 -0.16 1.56  6.81
C -1.02 0.99 4.20  0.01
C -1.84 -0.14 4.02  0.01
C -1.41 -1.39 4.47  0.00
C -0.19 -1.51 5.12  0.00
C 0.63 -0.40 5.28  0.01
C 0.23 0.84 4.81  0.00
H -1.39 1.97 3.96  0.00
H -2.84 -0.01 3.62  0.00
H -2.06 -2.25 4.36  0.00
H 0.12 -2.46 5.51  0.00
H 1.58 -0.51 5.79  0.00
H 0.85 1.72 4.96  0.00
N -0.15 1.28 -0.82  0.00
C -1.63 1.26 -0.81  0.00
C -2.28 2.50 -1.40  0.00
C -2.05 2.61 -2.91  0.00
C -2.55 1.39 -3.70  0.00
N -1.52 0.38 -3.89  0.00
C -1.05 -0.07 -5.05  0.00
N -0.28 -1.14 -5.05  0.00
N -1.31 0.57 -6.20  0.00
C -1.86 1.02 0.69  -0.01
O -1.31 1.80 1.48  0.00
O -2.26 -0.12 1.03  0.01
H 0.15 2.20 -0.47  0.00
H 0.19 1.19 -1.77  0.00
H -1.97 0.35 -1.31  0.00
H -1.90 3.39 -0.90  0.00
H -3.35 2.45 -1.21  0.00
H -0.99 2.77 -3.13  0.00
H -2.59 3.49 -3.26  0.00
H -2.93 1.70 -4.67  0.00
H -3.39 0.94 -3.17  0.00
H -1.26 -0.17 -3.06  0.00
H -0.16 -1.71 -4.15  0.00
H 0.09 -1.50 -5.91  0.00
H -1.82 1.44 -6.19  0.00
H -1.02 0.21 -7.08  0.00
N 2.47 -0.29 -0.11  0.00
N 3.54 0.18 0.69  0.01
C 3.31 1.03 1.72  0.02
N 4.31 1.26 2.57  0.01
S 1.88 1.91 1.85  0.11
H 2.61 -1.29 -0.28  0.00
H 2.49 0.19 -1.02  0.00
H 4.35 -0.42 0.77  0.00
H 5.10 0.64 2.64  0.00
H 4.14 1.92 3.31  0.00
N 1.04 -3.63 0.29  0.00
C 0.48 -2.87 -0.72  0.00
N 0.51 -3.22 -2.01  0.00
N -0.08 -2.22 -2.62  0.00
N -0.44 -1.30 -1.79  0.00
N -0.09 -1.66 -0.55  0.00
C 1.51 -2.89 1.36  0.00
N 2.79 -2.68 1.65  0.00
N 2.78 -1.73 2.57  0.01
N 1.56 -1.37 2.83  0.00
N 0.71 -2.12 2.11  0.01
H 1.64 -4.38 -0.03  0.00

Lowest unoccupied orbital energy (spin up / spin down) = -2.162 / -6.232 eV
Net charge = +1
⟨S²⟩ = 16.03
F_max = 3.5 eV/A
DFT total energy = -2777.4768 Eh
Spin multiplicity = 8

[2]
The following is a quantum chemistry calculation of C15H26InN14O3Te as an isolated structure at a distorted geometry, from the OMol25 dataset.

Last column: natural (NBO) charge in e.
Positions of all 60 atoms, in Å:
In -0.23 0.21 -0.10  1.58
N 1.91 0.77 2.29  -0.86
C 2.99 -0.12 1.91  -0.31
C 2.58 -1.30 1.01  0.64
O 3.32 -2.28 1.03  -0.70
N 1.48 -1.17 0.28  -0.77
C 1.09 -2.36 -0.46  -0.37
C -0.34 -2.76 -0.07  0.78
O -0.68 -3.93 -0.06  -0.66
O -1.11 -1.78 0.25  -0.84
H 1.06 0.22 2.43  0.39
H 2.12 1.20 3.19  0.37
H 3.74 0.46 1.36  0.20
H 3.50 -0.58 2.78  0.19
H 1.08 -2.15 -1.54  0.21
H 1.78 -3.19 -0.26  0.25
N -1.44 -0.02 -3.45  -0.59
C -2.36 0.08 -2.43  0.46
N -3.65 -0.17 -2.57  -0.38
N -4.17 0.06 -1.37  -0.09
N -3.27 0.43 -0.54  -0.14
N -2.09 0.48 -1.17  -0.53
C -0.19 0.50 -3.31  0.45
N 0.57 1.05 -4.26  -0.36
N 1.66 1.45 -3.64  -0.09
N 1.60 1.17 -2.38  -0.15
N 0.45 0.55 -2.14  -0.52
H -1.83 -0.06 -4.38  0.42
C 1.31 4.01 -1.31  -0.90
Te 1.70 2.34 0.05  0.77
C 1.33 3.74 1.69  -0.91
H 0.31 4.39 -1.16  0.21
H 1.43 3.67 -2.33  0.24
H 2.03 4.80 -1.12  0.21
H 2.27 4.03 2.17  0.21
H 0.69 3.28 2.44  0.21
H 0.85 4.63 1.30  0.21
C -2.78 -1.63 4.34  -0.42
C -1.40 -1.91 3.76  -0.21
N -0.98 -0.86 2.85  -0.64
C -1.67 0.31 2.72  0.66
N -1.33 1.07 1.71  -0.67
C -2.03 2.31 1.50  -0.22
C -3.46 2.21 2.01  -0.44
C -3.39 1.85 3.49  -0.19
N -2.54 0.69 3.68  -0.44
C -2.79 -0.17 4.81  -0.20
H -3.00 -2.31 5.17  0.21
H -3.55 -1.75 3.57  0.22
H -1.40 -2.86 3.22  0.23
H -0.66 -1.98 4.57  0.18
H -0.78 -1.21 1.92  0.45
H -2.01 2.52 0.43  0.22
H -1.50 3.13 2.02  0.18
H -3.96 1.43 1.44  0.26
H -4.00 3.15 1.88  0.21
H -4.38 1.62 3.88  0.20
H -2.98 2.70 4.06  0.18
H -3.75 0.10 5.26  0.20
H -2.00 -0.03 5.57  0.18

Lowest unoccupied orbital energy = 2.000 eV
Net charge = -1
F_max = 2.1 eV/A
DFT total energy = -2037.7764 Eh

[3]
The following is a quantum chemistry calculation of a 2-piece molecular cluster, C15H26N3O7 overall at a distorted geometry, from the OMol25 dataset.

Last column: natural (NBO) charge in e.
Positions of all 51 atoms, in Å:
O -4.31 -2.05 2.31  -0.63
O -0.36 2.16 -0.95  -0.77
O -5.46 0.81 1.97  -0.67
O -1.55 2.82 0.78  -0.80
O 4.50 -2.93 -0.37  -0.74
O 4.70 2.02 -2.17  -0.74
O 6.06 -0.49 -2.33  -0.74
C -3.90 -1.47 3.31  0.68
C -0.94 1.94 0.13  0.78
C -4.36 1.26 1.68  0.66
N -4.25 2.38 0.96  -0.63
N 2.02 0.76 -1.32  -0.66
N -3.21 -0.33 3.31  -0.60
C -4.11 -2.11 4.66  -0.71
C -5.37 3.14 0.41  -0.41
C 4.55 -2.93 -1.81  -0.05
C -0.88 0.52 0.71  -0.51
C 2.43 -1.59 -1.97  -0.42
C 4.12 0.84 -2.74  0.06
C 4.66 -0.39 -2.01  0.08
C 1.76 -0.27 -2.33  -0.08
C 2.61 1.00 -2.62  -0.11
C 3.91 -1.67 -2.41  -0.24
C -2.27 -0.08 1.00  -0.39
C -3.05 0.59 2.16  -0.14
H 4.97 -3.69 -0.01  0.47
H 4.18 2.21 -1.36  0.48
H 6.45 0.39 -2.17  0.48
H -3.30 2.72 0.77  0.45
H 1.17 1.34 -1.18  0.43
H -2.91 0.01 4.20  0.39
H -3.15 -2.35 5.10  0.21
H -4.66 -1.41 5.30  0.22
H -4.70 -3.01 4.53  0.23
H -5.80 2.59 -0.43  0.19
H -6.13 3.27 1.18  0.20
H -5.01 4.11 0.06  0.20
H 4.03 -3.82 -2.18  0.15
H 5.60 -3.00 -2.13  0.17
H -0.30 0.52 1.64  0.20
H -0.38 -0.14 0.01  0.21
H 1.86 -2.41 -2.41  0.20
H 2.37 -1.70 -0.88  0.23
H 4.39 0.76 -3.80  0.18
H 4.55 -0.25 -0.92  0.19
H 0.75 -0.32 -2.75  0.20
H 2.16 1.77 -3.26  0.21
H 3.94 -1.76 -3.50  0.20
H -2.86 -0.04 0.09  0.21
H -2.11 -1.14 1.23  0.22
H -2.43 1.41 2.52  0.24

Lowest unoccupied orbital energy = 2.610 eV
Net charge = -1
F_max = 2.0 eV/A
DFT total energy = -1278.2182 Eh

[4]
The following is a quantum chemistry calculation of C15H26NOPSn as an isolated structure at a distorted geometry, from the OMol25 dataset.

Last column: natural (NBO) charge in e.
Positions of all 45 atoms, in Å:
C 0.45 3.26 -3.83  -0.21
C -0.85 2.84 -3.51  -0.24
C -1.06 1.83 -2.56  0.07
C 0.03 1.22 -1.94  -0.43
C 1.32 1.64 -2.26  -0.07
C 1.53 2.69 -3.17  -0.22
C -2.49 1.46 -2.27  -0.47
C -2.80 0.04 -1.80  -0.21
N -2.07 -1.08 -2.41  -0.48
Sn -0.31 -0.24 -0.27  0.54
C 2.53 1.03 -1.59  -0.72
P 2.18 -0.68 -0.99  0.95
H -1.71 3.29 -4.00  0.20
H 2.55 3.05 -3.32  0.20
H 0.61 4.03 -4.59  0.21
H 2.85 1.63 -0.72  0.25
H 3.39 0.94 -2.28  0.22
H -2.87 2.14 -1.48  0.24
H -3.12 1.65 -3.16  0.21
H -2.66 0.02 -0.70  0.19
C 3.65 -1.17 -0.08  -0.95
C 2.16 -1.62 -2.55  -0.95
H -3.87 -0.11 -1.94  0.19
C -1.38 -0.89 -3.69  -0.40
C -2.94 -2.28 -2.49  -0.40
H -0.17 -2.07 2.56  -0.02
H -1.80 -1.58 -4.44  0.18
H -1.46 0.12 -4.10  0.21
H -0.32 -1.15 -3.58  0.18
H -3.09 -2.58 -3.54  0.18
H -2.49 -3.13 -1.96  0.20
H -3.94 -2.07 -2.07  0.19
H 3.19 -1.66 -2.94  0.23
H 1.80 -2.64 -2.35  0.25
H 1.52 -1.16 -3.31  0.26
H 4.54 -1.02 -0.70  0.23
H 3.75 -0.59 0.84  0.26
H 3.57 -2.24 0.18  0.25
H -0.48 -2.05 1.86  0.00
C 0.20 1.79 2.56  -0.75
C -0.18 1.80 1.13  0.34
O -0.50 2.77 0.49  -0.60
H 1.15 1.27 2.71  0.22
H -0.56 1.25 3.12  0.24
H 0.27 2.81 2.96  0.21

Lowest unoccupied orbital energy = 0.527 eV
F_max = 2.5 eV/A
DFT total energy = -1272.6702 Eh

[5]
The following is a quantum chemistry calculation of C15H27BMgN4S5Si as an isolated structure, from the OMol25 dataset.

Last column: natural (NBO) charge in e.
Positions of all 54 atoms, in Å:
Mg -1.90 -0.76 0.99  1.63
C -1.90 5.19 -0.41  -1.12
Si -0.18 4.50 -0.16  1.67
C 0.42 4.80 1.59  -1.12
C 0.97 5.48 -1.30  -1.12
C -0.05 2.70 -0.65  -0.58
C 0.85 2.28 -1.61  -0.15
C 0.97 0.93 -1.97  -0.28
C 0.13 0.04 -1.34  0.05
N -0.73 0.40 -0.39  -0.64
C -0.84 1.70 -0.02  0.10
S -1.96 1.99 1.26  -0.45
H -1.94 6.25 -0.14  0.21
H -2.62 4.64 0.20  0.27
H -2.21 5.09 -1.46  0.23
H 0.23 5.84 1.89  0.22
H 1.49 4.61 1.67  0.22
H -0.10 4.14 2.29  0.27
H 0.93 6.54 -1.04  0.22
H 0.69 5.38 -2.35  0.23
H 2.01 5.15 -1.19  0.23
H 1.50 3.00 -2.10  0.20
H 1.70 0.60 -2.70  0.22
H 0.15 -1.02 -1.56  0.21
S -4.72 -4.19 -0.12  -0.29
C -3.66 -2.96 0.28  -0.49
S -4.13 -1.68 1.39  -0.49
S -2.05 -2.87 -0.36  -0.50
C 4.59 3.86 -0.61  -0.40
N 4.07 2.87 0.31  -0.47
C 4.41 3.16 1.70  -0.41
C 4.01 1.55 -0.10  0.34
S 4.82 1.02 -1.47  -0.35
N 3.26 0.75 0.67  -0.41
C 2.20 1.23 1.55  -0.42
C 3.26 -0.69 0.48  -0.41
H 4.32 4.85 -0.23  0.19
H 4.16 3.72 -1.60  0.23
H 5.68 3.80 -0.71  0.19
H 5.46 3.49 1.76  0.18
H 4.29 2.28 2.32  0.23
H 3.78 3.96 2.09  0.20
H 2.03 2.29 1.39  0.22
H 2.43 1.04 2.60  0.22
H 1.28 0.69 1.32  0.23
H 4.26 -1.04 0.22  0.22
H 2.57 -0.97 -0.33  0.21
H 2.93 -1.16 1.41  0.23
B 1.61 -1.08 4.33  -0.58
C 0.44 -1.06 3.25  0.36
N -0.39 -1.00 2.45  -0.69
H 2.63 -1.42 3.75  -0.02
H 1.72 0.06 4.75  -0.01
H 1.32 -1.86 5.21  0.00

Lowest unoccupied orbital energy = 3.969 eV
Net charge = -2
F_max = 0.1 eV/A
DFT total energy = -3312.4439 Eh

[6]
The following is a quantum chemistry calculation of a 3-piece molecular cluster, C15H27BrN2O7 overall at a distorted geometry, from the OMol25 dataset.

Last column: natural (NBO) charge in e.
Positions of all 52 atoms, in Å:
C 0.53 0.13 3.64  -0.67
C -0.84 0.89 3.14  0.07
O -1.46 1.48 4.37  -0.74
C -0.44 2.13 2.11  -0.10
O -0.90 1.93 0.73  -0.54
C -0.05 0.96 0.00  0.05
C -0.18 1.51 -1.58  -0.11
O -0.46 0.38 -2.52  -0.53
C -1.36 -0.54 -1.80  0.80
O -2.35 -1.29 -2.29  -0.55
C -0.91 -0.42 -0.22  -0.40
C -0.49 -1.79 0.57  -0.51
C 1.01 -2.35 0.24  0.46
O 1.34 -3.57 0.75  -0.52
Br 2.41 -1.46 -0.88  0.02
H 0.23 -0.93 4.08  0.22
H 0.97 0.77 4.52  0.24
H 1.35 0.03 2.79  0.21
H -1.55 0.14 2.59  0.19
H -2.05 0.78 4.78  0.48
H -1.03 3.08 2.52  0.22
H 0.71 2.41 2.20  0.18
H 1.09 0.92 0.23  0.23
H -1.19 2.12 -1.52  0.19
H 0.64 2.29 -1.94  0.23
H -1.94 -0.14 0.33  0.30
H -0.65 -1.74 1.75  0.28
H -1.25 -2.63 0.20  0.29
C -5.52 3.24 2.33  -0.72
C -4.76 2.39 1.35  0.68
O -4.10 1.42 1.71  -0.65
N -4.82 2.72 0.03  -0.61
C -5.53 3.82 -0.59  -0.41
H -5.38 2.85 3.34  0.25
H -5.14 4.27 2.30  0.23
H -6.59 3.22 2.10  0.23
H -4.28 2.10 -0.56  0.40
H -6.23 3.40 -1.31  0.20
H -4.80 4.44 -1.11  0.20
H -6.07 4.43 0.14  0.21
C 7.49 -3.81 -3.57  -0.72
C 6.65 -2.86 -2.76  0.67
O 7.15 -1.91 -2.15  -0.63
N 5.31 -3.07 -2.71  -0.62
C 4.54 -4.11 -3.35  -0.41
H 8.54 -3.52 -3.51  0.25
H 7.39 -4.83 -3.17  0.23
H 7.18 -3.78 -4.62  0.23
H 4.82 -2.39 -2.15  0.40
H 3.81 -3.64 -4.01  0.20
H 4.02 -4.67 -2.57  0.20
H 5.16 -4.79 -3.93  0.21

Lowest unoccupied orbital energy = -0.449 eV
SMILES = C[C@@H](O)CO[C@@H]1COC(=O)[C@H]1CC(=O)Br.CNC(C)=O.CNC(C)=O
F_max = 9.4 eV/A
DFT total energy = -3797.7586 Eh